# 1
Here is a structure of composition C13H36FeO21S3V2 from the OMol25 dataset. Energies are from ωB97M-V with the def2-TZVPD basis set.

As for the total charge: -1. As for the spin multiplicity: 6.

Cartesian coordinates (Å):
Fe  2.09643  2.09552  0.40293
O  -3.38776  3.27788  -1.13589
V  -2.77429  2.96497  0.27274
O  -3.71836  1.88772  0.93791
O  -0.18842  -1.30167  -4.20592
V  0.96026  -0.30582  -3.71773
O  0.89489  0.96485  -4.66022
S  0.07786  4.05374  2.07854
O  -1.14702  3.60739  1.32006
O  1.16986  3.17048  1.57205
O  0.39394  5.42383  1.69884
O  -0.10982  3.85959  3.48889
S  3.86993  0.24215  -1.76906
O  3.19056  1.03840  -0.70756
O  4.89700  1.09619  -2.34974
O  4.34701  -1.01181  -1.22384
O  2.77868  -0.09148  -2.74684
S  -0.05687  1.26267  -0.92062
O  -1.41588  1.68508  -0.59832
O  0.86907  2.40768  -1.14639
O  0.65899  0.74598  0.25396
O  -0.04097  0.32227  -2.01925
C  3.16208  4.43164  -3.20637
O  2.81367  4.01420  -1.87991
H  2.25869  4.61818  -3.79260
H  3.84021  5.28392  -3.15894
H  3.73978  3.63870  -3.70193
H  2.10593  3.38866  -2.07657
C  0.80435  -2.51832  -0.56469
C  1.48844  -3.40442  -1.59163
C  0.52753  -4.37473  -2.29835
O  2.01687  -2.62180  -2.68455
H  1.28910  -1.54293  -0.52779
H  0.77174  -2.90422  0.45641
H  -0.24869  -2.43676  -0.85603
H  2.27112  -3.96015  -1.06349
H  -0.39469  -3.83262  -2.50867
H  0.30549  -5.21350  -1.62905
H  0.94256  -4.81003  -3.20262
H  2.78672  -2.14938  -2.31088
C  1.90249  -0.91280  3.05592
C  1.91692  0.60553  3.10248
C  2.36138  1.07723  4.45230
O  2.82706  1.08206  2.06087
H  1.04092  -1.29272  3.61443
H  2.75847  -1.36490  3.56514
H  1.78044  -1.29611  2.04261
H  0.89533  0.93498  2.91939
H  1.77151  0.60568  5.23773
H  2.38959  2.15957  4.59681
H  3.40597  0.81384  4.67578
H  3.63264  0.58233  2.25718
C  -1.98056  -2.05791  4.26600
C  -2.03972  -0.81679  3.40911
C  -1.74800  -1.08883  1.93516
O  -3.26294  -0.10341  3.55217
H  -2.78661  -2.78443  4.12827
H  -1.93723  -1.85130  5.33883
H  -1.06540  -2.61176  4.04104
H  -1.25689  -0.16041  3.81798
H  -0.86368  -1.72239  1.84006
H  -1.43768  -0.12051  1.53867
H  -2.60682  -1.49286  1.40802
H  -3.10941  0.78125  3.19761
C  -4.46502  0.00758  -1.77574
C  -3.88035  -1.37866  -1.96213
C  -3.75031  -1.76709  -3.44694
O  -2.57185  -1.48567  -1.40114
H  -3.84125  0.80578  -2.17714
H  -4.71642  0.12463  -0.72065
H  -5.43690  0.11589  -2.26948
H  -4.49617  -2.12170  -1.45022
H  -4.73387  -1.81315  -3.92889
H  -3.30961  -2.75648  -3.54230
H  -3.17141  -0.98835  -3.94440
H  -2.06066  -0.71015  -1.66142

=====

# 2
Here is a structure of composition C19H13AuBrN3O2S from the OMol25 dataset. Energies are from ωB97M-V with the def2-TZVPD basis set.

Cartesian coordinates (Å):
Au  -1.50558  -0.86180  -0.43176
N  2.39262  -0.64092  1.56168
C  3.46470  -0.66493  0.65674
C  4.76720  -0.67425  1.13051
C  5.84235  -0.68578  0.24850
C  5.61843  -0.69035  -1.11207
C  4.31508  -0.69257  -1.59833
C  3.24939  -0.68029  -0.71889
S  1.57769  -0.70775  -1.35697
N  0.62408  -0.77810  0.02752
C  1.06797  -0.71681  1.23521
C  0.08460  -0.72551  2.34194
C  0.41388  -0.73482  3.69694
C  -0.61201  -0.71742  4.63167
C  -1.92965  -0.70126  4.20557
C  -2.16833  -0.69860  2.83875
N  -1.18864  -0.70704  1.96392
H  2.64972  -0.59964  2.53393
H  4.94680  -0.67286  2.19556
H  6.84927  -0.69403  0.63809
H  6.44807  -0.69272  -1.80307
H  4.12554  -0.70204  -2.66097
H  1.43624  -0.75228  4.04264
H  -0.37302  -0.71741  5.68571
H  -2.74231  -0.68706  4.91275
H  -3.16883  -0.68282  2.42946
Br  -2.25783  2.12925  0.05358
C  -2.76724  1.82087  -1.76816
C  -2.19803  2.62793  -2.73570
C  -2.51753  2.40720  -4.06344
C  -3.41518  1.40980  -4.40978
C  -3.99597  0.63558  -3.42246
C  -3.66752  0.81808  -2.08300
C  -4.32124  -0.11450  -1.06222
O  -5.49138  0.04592  -0.78577
O  -3.57214  -1.05476  -0.62058
H  -1.51885  3.41680  -2.45094
H  -2.07647  3.02811  -4.82691
H  -3.66969  1.23765  -5.44591
H  -4.71621  -0.12890  -3.67375

=====

# 3
Here is a structure of composition C20H28ClIN5O4RbSSe2 from the OMol25 dataset. Energies are from ωB97M-V with the def2-TZVPD basis set.

As for the total charge: -2.

Cartesian coordinates (Å):
Rb  -2.27390  -0.21827  1.15809
N  0.55478  -2.14897  1.71439
C  -0.20254  -3.26049  2.32302
C  -1.03218  -2.69438  3.47961
O  -0.39370  -2.45270  4.54435
N  -2.29125  -2.50409  3.16423
C  -3.12046  -1.83274  4.17320
C  -3.52853  -0.46367  3.60917
O  -4.48544  -0.42914  2.79347
O  -2.80702  0.53239  3.90154
H  1.31354  -2.50318  1.14293
H  0.97154  -1.61038  2.47002
H  0.45457  -4.04369  2.72669
H  -0.86418  -3.68954  1.56806
H  -2.59164  -1.70528  5.12236
H  -4.04230  -2.40537  4.32553
Cl  -3.59914  -2.54855  -6.07760
C  -3.27198  -1.50047  -4.70173
C  -3.91175  -0.29693  -4.60377
C  -3.68526  0.56134  -3.52663
I  -4.67491  2.38883  -3.46365
C  -2.82432  0.24717  -2.44294
O  -2.63664  0.96002  -1.44355
C  -2.10225  -1.04095  -2.61566
N  -1.18984  -1.33073  -1.65977
C  -0.51402  -2.44985  -1.73190
C  -0.69276  -3.38168  -2.77158
C  -1.59810  -3.10489  -3.75713
C  -2.33599  -1.90114  -3.71388
H  -4.60697  -0.00472  -5.38086
H  0.19424  -2.62856  -0.92928
H  -0.12276  -4.30242  -2.78050
H  -1.76282  -3.79780  -4.57211
C  -0.24945  1.67877  5.16913
Se  -0.28971  1.46844  3.24981
C  1.53723  2.01331  2.86698
C  1.78443  3.49834  2.63941
Se  0.69895  4.34526  1.24519
C  0.63136  2.91835  -0.07191
H  0.62996  1.17880  5.57312
H  -1.15268  1.17116  5.50035
H  -0.26928  2.72829  5.46047
H  1.84018  1.44843  1.98480
H  2.17373  1.66038  3.68327
H  2.83939  3.66964  2.40563
H  1.54007  4.07812  3.53231
H  1.58684  2.78033  -0.57073
H  -0.13169  3.20249  -0.79451
H  0.31470  1.98404  0.38648
C  2.63758  0.93155  -3.83816
N  2.76180  0.10879  -2.65150
C  3.17423  0.51967  -1.43174
S  2.78875  -0.33117  -0.06394
N  3.85087  1.72509  -1.37329
C  5.01495  1.97659  -2.21411
H  1.85657  0.49955  -4.46053
H  3.55627  0.97146  -4.42685
H  2.33933  1.94677  -3.57010
H  2.19801  -0.72549  -2.60550
H  4.02836  1.93001  -0.40072
H  4.74090  2.23280  -3.23495
H  5.69745  1.12056  -2.23667
H  5.54483  2.83051  -1.79592

=====

# 4
Here is the molecule C19H23Cl2N5 from the OMol25 dataset. Energies are from ωB97M-V with the def2-TZVPD basis set.

Cartesian coordinates (Å):
C  -1.31290  2.09473  -4.34174
C  0.06164  1.39811  -4.03297
C  0.39222  1.56935  -2.55948
C  1.81202  1.00074  -2.21533
N  2.15382  1.35258  -0.82569
C  3.38521  2.12071  -0.50640
C  3.33498  3.57741  -0.90561
C  1.33815  0.92266  0.22974
N  1.10679  1.79572  1.18895
C  0.22495  1.50794  2.14617
C  0.06399  2.61005  3.17091
N  -0.39594  0.34023  2.24695
C  -0.12805  -0.57806  1.32227
C  -0.63400  -1.82131  1.17629
C  -1.62791  -2.53663  2.00500
C  -1.47654  -2.58890  3.39200
C  -2.39598  -3.31107  4.20623
C  -3.52205  -3.93064  3.63962
Cl  -4.61904  -4.90993  4.62211
C  -3.70038  -3.79611  2.26461
C  -2.79999  -3.10330  1.44348
Cl  -3.20458  -2.93547  -0.25485
N  -0.01382  -2.25500  -0.01770
C  -0.07540  -3.58100  -0.64450
N  0.84919  -1.34618  -0.52166
C  0.75623  -0.32578  0.26511
H  -1.47957  2.10885  -5.44111
H  -2.12133  1.50141  -3.91197
H  -1.36029  3.11210  -3.92264
H  0.84830  1.80170  -4.63261
H  -0.01330  0.33141  -4.24175
H  -0.41457  1.07807  -2.02071
H  0.39648  2.64030  -2.28613
H  2.54474  1.48036  -2.86876
H  1.85030  -0.09745  -2.40851
H  4.21734  1.67569  -1.02042
H  3.58527  2.03445  0.58051
H  3.17760  3.62619  -2.00317
H  4.29145  4.07857  -0.70343
H  2.56770  4.11896  -0.39421
H  1.01646  3.10279  3.36239
H  -0.62672  3.35385  2.75985
H  -0.36264  2.14667  4.07461
H  -0.62596  -2.05214  3.84516
H  -2.28166  -3.33969  5.28169
H  -4.58661  -4.20851  1.78940
H  -0.52183  -3.51575  -1.62002
H  0.91231  -3.97333  -0.76395
H  -0.58607  -4.27536  0.05223

=====

no.,F_max (eV/Å),electronic energy (eV)
1,4.0,-175336.476
2,1.1,-113049.040
3,0.7,-199643.747
4,3.5,-52571.355